The following is a DFT calculation (ωB97M-V with the def2-TZVPD basis set) of 10 unconnected molecules or ions with the total composition C23H63N2O11 at a distorted geometry.

The calculation puts the total energy at -50371.4042 eV. The energy relative to the best compared isomer or geometry (same formula, charge and spin) comes out at 18.12 kcal/mol. As for the total charge: -1. Its frontier orbital gap is 0.30228 Ha. The HOMO energy comes out at -6.070 eV.

XYZ file:
```
99
Properties=species:S:1:pos:R:3:forces:R:3:lowdin_charge:R:1
C 0.260 0.909 -1.821 0.5 -0.4 -0.3 0.028
C 0.654 1.317 -0.413 2.0 -1.7 -0.5 -0.644
O 1.714 0.777 0.053 -1.4 1.0 -0.2 -0.063
O -0.074 2.121 0.188 -0.7 0.4 0.5 -0.064
H -0.804 0.690 -1.851 -0.3 0.3 -0.3 0.065
H 0.794 -0.002 -2.105 -0.1 0.2 0.1 0.056
H 0.544 1.679 -2.558 -0.4 -0.1 0.4 0.104
C -4.270 0.938 -1.801 0.7 0.3 0.5 -0.163
O -5.203 1.892 -1.309 -1.0 -0.2 0.1 -0.136
H -3.592 0.584 -0.995 -0.7 -0.3 -0.2 0.060
H -3.553 1.470 -2.451 -0.7 -0.2 -0.2 0.075
H -4.788 0.117 -2.303 0.4 0.0 -0.1 0.071
H -6.057 1.471 -1.060 1.2 0.3 -0.3 0.094
C -2.085 3.844 -1.601 -0.3 0.8 -1.1 -0.174
O -0.779 4.334 -1.531 0.9 0.1 0.2 -0.121
H -2.070 2.806 -1.369 -0.3 -1.0 0.0 0.029
H -2.435 4.016 -2.651 -0.1 -0.2 1.0 0.102
H -2.687 4.335 -0.845 -0.6 0.2 -0.2 0.075
H -0.351 3.747 -0.891 0.3 0.2 -0.3 0.013
C 2.592 4.359 0.751 4.5 6.5 0.5 -0.600
O 3.406 5.495 0.682 -3.9 -5.5 0.3 -0.181
N 3.036 3.172 1.101 3.5 -1.6 1.0 0.150
N 1.298 4.367 0.663 -2.7 3.0 -0.9 0.167
H 4.028 3.121 1.388 -1.1 0.1 -0.7 0.129
H 2.577 2.300 0.866 -0.3 0.0 0.0 0.043
H 0.766 5.259 0.539 1.0 -1.5 -0.1 0.156
H 0.842 3.477 0.684 -0.5 -0.2 0.3 0.036
C 0.720 -2.720 -2.451 -0.1 1.0 -0.6 -0.059
C 1.239 -4.114 -2.264 5.0 4.1 -7.7 -0.636
C 2.816 -4.105 -2.498 -0.9 0.6 -0.4 -0.022
O 1.112 -4.628 -1.145 -2.9 -4.7 8.3 0.047
H 0.849 -2.461 -3.556 -0.3 0.1 1.5 0.118
H 1.279 -2.038 -1.795 0.0 0.0 -0.4 0.062
H -0.332 -2.648 -2.149 0.2 0.0 -0.2 0.050
H 0.874 -4.655 -3.118 -0.6 -1.0 -0.5 0.127
H 3.218 -5.091 -2.472 0.0 -1.1 0.1 0.060
H 3.444 -3.527 -1.818 -0.8 0.2 0.3 0.050
H 2.982 -3.737 -3.483 0.4 0.5 -1.0 0.058
H 0.287 -5.132 -1.143 0.0 0.1 0.8 0.136
C -2.598 -2.267 -3.246 -0.5 -3.1 -0.1 -0.020
C -3.709 -3.097 -2.494 -1.4 3.7 -6.1 -0.618
C -4.348 -4.060 -3.434 -2.1 -0.8 -0.9 -0.061
O -3.272 -3.745 -1.500 3.4 -4.2 6.0 0.030
H -2.191 -1.624 -2.541 1.2 1.2 1.2 0.029
H -2.987 -1.702 -4.045 -0.6 0.7 -1.1 0.060
H -1.835 -3.004 -3.644 -0.7 1.0 0.5 0.097
H -4.405 -2.388 -2.065 -1.0 0.7 -0.9 0.129
H -3.707 -4.788 -3.918 0.8 0.2 0.0 0.078
H -4.877 -3.529 -4.224 0.0 0.0 -0.2 0.077
H -5.100 -4.721 -2.950 0.3 0.6 0.1 0.088
H -3.532 -3.250 -0.743 0.5 0.0 1.4 0.105
C -1.602 -0.777 2.907 -2.2 -1.7 -1.7 -0.003
C -0.945 -0.864 1.544 6.4 -3.0 5.7 -0.592
C -0.153 -2.212 1.251 -1.0 0.5 0.3 0.002
O -1.657 -0.783 0.518 -6.3 2.0 -6.7 0.013
H -0.893 -0.804 3.658 1.6 0.1 1.5 0.030
H -2.230 -1.692 3.048 0.0 0.7 0.1 0.097
H -2.197 0.127 2.992 -0.2 0.0 0.0 0.067
H -0.215 -0.100 1.588 1.1 1.2 0.0 0.106
H 0.439 -2.472 2.046 1.8 -0.8 2.2 0.026
H 0.498 -2.310 0.366 -0.6 0.8 0.1 0.070
H -0.918 -2.978 1.199 -0.3 -0.3 -0.2 0.074
H -1.147 -0.231 -0.063 -0.4 0.3 -1.1 0.064
C 4.934 0.553 -0.155 -1.2 0.4 1.1 -0.043
C 4.156 -0.604 -0.804 1.1 2.7 -4.9 -0.604
C 5.004 -1.506 -1.633 2.0 0.5 -1.9 -0.074
O 3.421 -1.339 -0.005 -2.4 -1.4 3.1 -0.035
H 5.594 1.202 -0.779 -0.5 -0.9 0.3 0.095
H 5.421 0.169 0.761 0.3 0.2 -0.5 0.084
H 4.099 1.189 0.211 0.9 -0.1 -0.2 0.032
H 3.416 -0.129 -1.580 1.3 -0.1 1.0 0.154
H 5.275 -2.447 -1.228 0.2 -0.8 1.1 0.062
H 5.959 -1.034 -1.946 -0.3 0.0 0.4 0.084
H 4.583 -1.759 -2.592 -0.7 0.0 -0.3 0.058
H 2.709 -0.720 0.263 -0.1 -0.5 0.1 0.045
C 1.829 -0.528 4.771 -0.6 -2.3 0.1 -0.052
C 3.171 -0.159 4.250 -2.4 -4.3 -3.5 -0.622
C 3.021 0.065 2.767 -1.1 -1.2 -2.1 -0.048
O 3.606 0.948 4.693 2.9 6.5 4.0 0.025
H 1.461 -1.430 4.225 0.3 0.3 0.7 0.090
H 1.120 0.205 4.515 -0.9 1.3 -0.2 0.059
H 1.824 -0.687 5.844 -0.1 -0.1 0.2 0.082
H 3.874 -0.905 4.540 0.7 -1.0 -0.2 0.142
H 2.549 -0.775 2.211 0.8 0.2 0.4 0.085
H 3.911 0.414 2.270 0.7 -0.5 0.1 0.059
H 2.330 0.879 2.473 -0.2 -0.1 1.1 0.080
H 3.022 1.601 4.326 -0.1 1.2 0.0 0.103
C -3.382 3.680 3.187 -0.4 0.4 0.6 -0.026
C -2.455 3.060 2.180 -4.5 -6.7 3.3 -0.645
C -3.228 2.196 1.183 -0.3 -0.3 0.3 -0.048
O -1.747 3.856 1.550 4.8 8.2 -4.7 0.027
H -3.704 3.039 4.001 0.4 -0.5 0.1 0.077
H -4.314 4.001 2.773 -0.7 0.3 -0.8 0.067
H -2.967 4.564 3.633 0.6 0.4 0.3 0.073
H -1.768 2.423 2.666 0.5 -1.6 1.7 0.118
H -3.910 1.459 1.607 -0.1 0.0 0.1 0.090
H -2.545 1.675 0.520 0.2 0.0 0.1 0.043
H -3.764 2.915 0.598 -0.7 0.2 -0.5 0.065
H -1.132 3.437 0.945 0.0 -0.4 0.1 0.051
```
Positions in Å, forces in eV/Å.

=====

The following is a DFT calculation (ωB97M-V with the def2-TZVPD basis set) of 8 unconnected molecules or ions with the total composition C23H64N3O11 at a distorted geometry.

The calculation puts the total energy at -51862.7119 eV. The energy relative to the best compared isomer or geometry (same formula, charge and spin) comes out at 66.98 kcal/mol. As for the total charge: -1. Its frontier orbital gap is 0.27759 Ha. The HOMO energy comes out at -5.254 eV.

XYZ file:
```
101
Properties=species:S:1:pos:R:3:forces:R:3:lowdin_charge:R:1
C 0.722 -1.489 0.674 -2.3 2.7 12.9 -0.303
O 1.096 -2.262 1.711 2.1 -2.6 0.4 -0.328
H -0.316 -1.597 0.607 -2.7 1.2 0.2 0.060
H 0.906 -1.481 -0.182 4.5 -2.1 -13.8 -0.055
H 1.173 -0.500 0.898 -1.3 1.1 0.1 0.082
C 3.602 0.380 1.273 -0.2 0.4 -1.4 -0.198
O 3.706 -0.848 1.934 0.6 0.8 0.9 -0.111
H 3.312 0.118 0.211 0.0 1.0 0.8 0.091
H 4.594 0.788 1.225 0.7 0.2 -0.1 0.057
H 2.998 1.247 1.701 0.1 -1.5 -0.2 0.084
H 2.888 -1.310 1.795 -1.2 -1.0 0.2 0.008
C 3.730 -4.099 0.815 -2.8 1.8 -2.4 -0.189
O 2.721 -4.422 1.807 1.2 0.4 -0.6 -0.187
H 4.293 -4.801 0.155 -0.8 -0.8 1.4 0.070
H 4.420 -3.317 1.057 0.6 0.3 1.0 0.038
H 3.089 -3.553 0.020 1.0 -0.6 0.5 0.077
H 2.135 -3.571 1.823 0.5 -1.0 -0.1 0.044
C -2.014 -3.638 2.594 3.6 -2.2 3.4 -0.134
O -0.987 -2.920 3.249 -1.2 0.5 3.2 -0.124
H -1.781 -4.701 2.699 0.0 -0.4 -0.5 0.084
H -1.805 -3.282 1.716 -0.7 0.9 -6.1 0.006
H -2.962 -3.557 2.984 -2.1 1.1 1.0 0.046
H -0.160 -2.757 2.774 0.2 -0.1 -1.2 0.019
C 0.469 -5.308 -0.767 2.2 7.4 0.5 -0.081
O -0.259 -4.051 -0.492 0.8 -0.7 -0.1 -0.132
H 0.139 -5.785 -1.525 -4.2 -3.4 -4.7 -0.001
H 0.559 -5.834 0.063 0.8 -2.5 3.6 0.040
H 1.388 -5.069 -1.328 0.8 0.3 1.3 0.089
H 0.271 -3.493 0.141 -0.4 -1.2 -0.5 0.043
C 1.039 -3.339 5.844 -2.4 -0.8 -2.5 -0.120
O 0.620 -2.043 5.531 -0.9 1.4 1.3 -0.219
C 1.585 -1.087 5.065 2.0 -2.3 1.7 -0.194
C 0.825 -0.124 4.223 -2.0 -0.1 4.1 -0.193
N -0.307 0.399 5.079 1.0 -0.1 0.0 -0.052
C -1.041 1.456 4.381 0.8 -2.7 -1.4 -0.185
C -1.770 0.878 3.074 -2.3 -1.3 1.4 -0.144
O -2.583 -0.150 3.735 1.1 1.0 -1.0 -0.196
C -3.412 -0.716 2.795 -1.2 0.3 0.1 -0.166
H 1.913 -3.403 6.350 2.7 0.1 2.3 0.035
H 1.258 -3.707 4.873 0.5 -1.3 -1.0 0.065
H 0.273 -4.099 6.236 0.6 1.9 -0.2 0.118
H 2.308 -1.679 4.418 -0.3 1.0 0.7 0.126
H 2.219 -0.651 6.073 -1.6 -0.7 -2.8 0.166
H 0.553 -0.530 3.319 -1.6 -2.0 -1.6 0.064
H 1.321 0.660 3.823 2.7 3.1 -0.5 0.073
H 0.121 0.843 5.941 -0.5 -0.8 -1.4 0.124
H -0.300 1.959 3.877 1.8 3.0 -0.6 0.053
H -1.536 1.940 5.216 -1.0 0.6 -1.0 0.119
H -1.287 0.295 2.173 0.4 1.4 2.0 0.135
H -2.421 1.665 2.518 0.7 -0.9 1.2 0.118
H -4.071 0.069 2.526 -1.1 1.1 -1.1 0.063
H -4.103 -1.382 3.284 0.3 -1.0 0.1 0.087
H -2.975 -1.081 1.863 0.4 -0.4 0.3 0.085
C -2.900 -1.191 -1.470 -5.7 3.8 -4.9 -0.088
O -2.867 0.152 -1.073 -0.7 1.1 -1.0 -0.161
C -1.603 0.795 -1.114 -1.8 0.7 -3.9 -0.213
C -1.751 2.216 -0.725 -2.9 0.1 2.2 -0.241
N -0.650 3.026 -1.027 3.7 1.1 1.1 -0.030
C 0.488 2.656 -0.133 3.2 2.7 -8.3 -0.119
C 1.737 3.607 -0.501 -0.9 1.7 1.6 -0.179
O 2.835 3.443 0.330 1.8 -1.8 2.2 -0.196
C 4.119 3.757 -0.162 -5.5 1.0 -5.0 -0.088
H -3.994 -1.414 -1.400 1.1 -0.5 0.3 0.115
H -2.309 -1.781 -1.033 4.5 -4.7 4.6 -0.010
H -2.655 -1.448 -2.541 -0.1 1.1 0.3 0.104
H -1.105 0.759 -2.099 -0.2 -0.4 0.0 0.116
H -1.154 0.225 -0.454 3.8 -2.2 3.3 0.051
H -1.951 2.071 0.359 0.0 0.9 0.0 0.108
H -2.716 2.567 -1.114 0.3 0.2 -0.3 0.134
H -0.552 4.044 -0.857 -2.1 -0.7 -0.5 0.126
H 0.911 1.757 -0.398 0.6 -2.6 -1.1 0.081
H 0.396 2.540 0.804 -1.6 0.2 7.3 0.048
H 1.613 4.690 -0.282 -1.5 -0.1 -0.7 0.128
H 2.108 3.566 -1.486 -0.4 -0.6 -1.7 0.099
H 4.471 3.113 -0.895 0.9 -2.1 -0.8 0.075
H 4.754 4.087 0.469 4.2 1.0 5.4 0.021
H 4.115 4.684 -0.782 -0.8 0.1 0.0 0.102
C -4.481 5.194 -5.935 0.3 2.0 -2.0 -0.171
O -4.069 3.884 -5.831 -0.6 -1.1 0.0 -0.215
C -2.788 3.804 -5.206 -2.1 -2.0 1.6 -0.209
C -2.329 2.321 -5.177 -0.8 -0.2 -1.0 -0.162
N -0.960 2.180 -4.507 -1.3 1.0 -6.1 -0.024
C -0.396 0.881 -4.760 -1.0 -0.4 -0.1 -0.198
C 1.007 0.644 -4.231 -6.5 -5.4 -0.2 -0.209
O 1.298 -0.702 -4.533 2.5 -0.7 0.3 -0.183
C 2.300 -1.197 -3.578 0.6 -0.7 -0.3 -0.086
H -3.538 5.858 -5.906 -1.2 -0.5 -1.0 0.095
H -5.007 5.677 -5.113 -0.6 -0.8 0.6 0.066
H -5.149 5.300 -6.911 1.6 0.0 2.0 0.125
H -3.000 4.181 -4.195 0.9 0.1 0.1 0.127
H -2.222 4.451 -5.793 2.0 0.9 -0.5 0.088
H -2.466 1.977 -6.224 1.6 0.4 0.0 0.111
H -3.202 1.616 -4.889 1.3 1.1 1.2 0.140
H -1.208 2.321 -3.624 -0.4 0.6 5.0 0.007
H -0.386 0.749 -5.866 -0.3 -0.4 0.8 0.138
H -1.092 0.231 -4.191 0.6 -0.9 -1.0 0.117
H 0.872 0.537 -3.252 0.2 1.3 4.6 0.062
H 1.610 1.241 -4.621 5.7 5.4 -2.8 0.059
H 2.426 -2.252 -3.941 0.2 0.9 0.8 0.090
H 1.893 -1.167 -2.539 0.0 -0.2 -0.7 0.072
H 3.388 -0.709 -3.442 -2.4 -0.5 -1.1 0.121
```
Positions in Å, forces in eV/Å.

=====

The following is a DFT calculation (ωB97M-V with the def2-TZVPD basis set) of 11 unconnected molecules or ions with the total composition C23H64N4O27S6 at a distorted geometry.

The calculation puts the total energy at -151128.8376 eV. As for the total charge: 0. Its frontier orbital gap is 0.37296 Ha. The HOMO energy comes out at -10.411 eV. The SMILES is CCOS(C)(=O)=O.CCOS(C)(=O)=O.CCOS(C)(=O)=O.CCOS(C)(=O)=O.CCOS(C)(=O)=O.CCOS(C)(=O)=O.C[N+](=O)[O-].C[N+](=O)[O-].C[N+](=O)[O-].C[N+](=O)[O-].CO.

XYZ file:
```
124
Properties=species:S:1:pos:R:3:forces:R:3:lowdin_charge:R:1
C 1.206 3.379 2.850 0.1 0.2 -0.3 -0.062
C 1.588 4.566 3.743 0.2 -1.0 -1.2 -0.248
O 1.492 4.098 5.090 -0.8 0.9 1.2 -0.269
S 0.180 4.473 5.980 0.7 0.0 0.5 0.628
C -0.528 2.835 6.051 -0.2 0.3 -0.6 -0.117
O 0.646 4.859 7.288 -0.2 -0.3 -0.9 -0.285
O -0.693 5.355 5.239 0.6 -0.7 0.3 -0.290
H 1.340 3.548 1.778 -0.2 0.5 0.1 0.055
H 0.162 3.139 3.048 0.0 -0.2 -0.2 0.072
H 1.823 2.496 3.021 -0.1 0.1 0.5 0.074
H 2.635 4.824 3.580 -0.1 0.2 0.2 0.121
H 0.944 5.425 3.566 0.1 0.0 0.1 0.109
H 0.235 2.120 5.764 0.0 0.1 0.0 0.044
H -1.273 2.910 5.258 -0.1 -0.5 0.1 0.065
H -0.957 2.555 7.007 -0.1 0.4 0.1 0.071
C -1.958 1.038 -1.458 0.3 0.4 0.0 -0.047
C -1.422 0.307 -2.674 1.1 -0.1 0.7 -0.303
O -2.292 0.467 -3.774 -0.9 -0.5 -1.6 -0.248
S -1.964 -0.403 -5.132 0.2 -0.7 1.3 0.629
C -1.970 -2.089 -4.496 0.1 0.2 -0.7 -0.110
O -3.060 -0.255 -6.036 0.4 0.5 0.5 -0.264
O -0.607 -0.100 -5.494 -0.4 0.2 -0.2 -0.283
H -1.583 2.062 -1.510 -0.3 0.1 0.2 0.059
H -1.525 0.608 -0.554 0.0 -0.1 0.0 0.068
H -3.042 1.054 -1.365 0.0 -0.2 -0.2 0.088
H -0.449 0.755 -2.904 0.0 -0.2 -0.2 0.093
H -1.212 -0.741 -2.444 -0.4 0.0 -0.2 0.088
H -2.872 -2.327 -3.937 0.1 0.4 0.4 0.070
H -1.028 -2.239 -3.975 -0.2 -0.1 0.3 0.048
H -1.991 -2.750 -5.364 0.2 0.3 -0.2 0.076
C 1.681 1.685 -1.001 0.7 0.1 0.1 -0.059
C 2.222 0.276 -0.822 0.1 1.4 0.2 -0.249
O 1.280 -0.601 -1.459 0.2 -1.5 -0.1 -0.260
S 1.310 -2.167 -1.032 -0.1 0.6 -0.3 0.616
C 0.136 -2.150 0.281 -0.1 -0.7 -0.5 -0.120
O 0.754 -2.912 -2.139 0.5 0.6 0.7 -0.276
O 2.618 -2.478 -0.513 -0.2 -0.1 -0.3 -0.283
H 2.392 2.385 -0.553 -0.2 -0.1 0.4 0.079
H 0.713 1.772 -0.515 -0.1 0.3 -0.2 0.071
H 1.703 2.017 -2.041 -0.6 -0.4 -0.1 0.065
H 3.219 0.259 -1.260 -0.1 -0.7 -0.2 0.101
H 2.307 0.081 0.249 -0.1 -0.3 -0.1 0.121
H 0.355 -1.393 1.026 0.0 0.1 -0.1 0.064
H 0.170 -3.148 0.719 0.1 0.1 0.1 0.057
H -0.815 -2.062 -0.246 -0.1 0.3 0.3 0.048
C -4.368 -0.907 6.039 -0.1 0.5 0.1 -0.066
C -4.353 -0.007 4.803 -0.2 -1.1 0.7 -0.249
O -3.151 -0.227 4.038 0.3 -0.7 -0.6 -0.275
S -3.197 -1.330 2.854 -0.7 1.0 -0.7 0.604
C -3.841 -0.293 1.526 1.2 0.2 1.0 -0.085
O -1.812 -1.623 2.585 -0.6 -0.2 0.3 -0.289
O -4.169 -2.347 3.137 0.7 0.1 0.4 -0.268
H -5.346 -0.811 6.517 0.0 0.0 0.0 0.084
H -3.630 -0.547 6.757 0.1 -0.2 0.0 0.076
H -4.206 -1.957 5.810 0.0 0.0 -0.1 0.074
H -5.231 -0.247 4.203 0.0 0.4 -0.1 0.112
H -4.322 1.027 5.135 -0.1 0.1 -0.4 0.125
H -3.875 -0.782 0.559 -0.2 -0.4 0.2 0.056
H -3.064 0.474 1.519 -0.2 0.3 -0.3 0.065
H -4.777 0.128 1.878 -0.2 -0.1 -0.2 0.073
C 1.749 3.171 -4.777 -0.1 0.7 1.6 -0.054
C 0.246 3.415 -4.619 0.8 -1.3 -2.6 -0.291
O -0.069 4.737 -4.232 -0.5 0.7 0.7 -0.250
S -1.606 5.223 -4.441 -0.5 -0.1 0.6 0.614
C -2.435 4.340 -3.098 0.1 0.3 -1.1 -0.091
O -1.652 6.620 -4.114 0.5 -0.6 -0.4 -0.278
O -2.061 4.728 -5.711 0.2 0.3 0.6 -0.271
H 1.886 2.101 -4.911 0.1 0.0 -0.3 0.085
H 2.264 3.455 -3.849 0.0 -0.2 0.0 0.056
H 2.222 3.772 -5.550 -0.3 -0.2 -0.3 0.081
H -0.103 3.255 -5.647 -0.5 0.1 0.2 0.120
H -0.204 2.593 -4.058 -0.1 0.5 0.7 0.093
H -2.232 4.859 -2.167 0.3 -0.3 0.1 0.071
H -2.109 3.308 -3.198 0.0 0.0 0.4 0.032
H -3.505 4.375 -3.296 0.0 0.1 -0.2 0.079
C -3.041 -7.168 -2.002 -0.2 0.1 0.4 -0.070
C -3.149 -5.657 -2.063 0.8 -0.3 -1.3 -0.285
O -4.043 -5.147 -1.080 -0.4 0.8 0.4 -0.246
S -3.678 -3.807 -0.283 -1.0 -0.6 0.9 0.603
C -2.692 -4.517 1.048 0.0 0.1 -1.2 -0.079
O -2.934 -2.922 -1.137 0.3 -0.1 0.1 -0.291
O -4.903 -3.330 0.307 0.7 -0.3 -0.7 -0.278
H -2.207 -7.446 -2.643 -0.2 -0.2 -0.2 0.071
H -3.990 -7.605 -2.312 0.2 -0.2 -0.2 0.080
H -2.828 -7.571 -1.010 0.1 0.3 0.1 0.079
H -2.161 -5.186 -2.063 -0.1 0.0 0.7 0.106
H -3.524 -5.412 -3.063 -0.3 0.2 0.2 0.124
H -3.376 -4.688 1.870 0.1 0.2 0.2 0.072
H -1.868 -3.835 1.228 -0.1 0.0 0.4 0.033
H -2.321 -5.453 0.635 0.2 0.0 0.2 0.057
C 7.728 1.671 -0.991 -0.1 -0.1 0.2 0.049
N 6.328 1.561 -0.494 -0.7 0.4 -0.1 -0.440
O 5.457 1.378 -1.334 0.4 0.0 0.4 0.048
O 6.129 1.699 0.699 0.2 -0.2 -0.5 0.068
H 8.246 0.813 -0.569 0.2 0.1 -0.1 0.102
H 8.139 2.605 -0.621 0.0 -0.1 0.1 0.100
H 7.693 1.660 -2.073 0.0 -0.1 0.0 0.094
C 2.062 6.311 -1.770 0.1 0.1 -0.9 0.048
N 0.847 5.926 -0.998 0.2 0.4 -0.4 -0.444
O -0.006 6.768 -0.867 -0.3 0.2 0.1 0.083
O 0.803 4.812 -0.529 0.0 -0.5 0.1 0.046
H 2.653 6.972 -1.144 0.2 -0.3 0.1 0.101
H 1.793 6.863 -2.669 -0.5 0.1 0.3 0.101
H 2.565 5.424 -2.141 0.2 -0.1 0.6 0.084
C 2.256 -6.161 -1.106 0.9 0.7 0.3 0.059
N 0.796 -6.139 -0.941 -0.1 -0.2 0.0 -0.430
O 0.334 -5.426 -0.081 -0.1 0.4 0.6 0.054
O 0.120 -6.826 -1.665 -0.2 -0.5 -0.6 0.081
H 2.713 -7.007 -0.598 -0.4 -0.2 0.0 0.109
H 2.613 -5.261 -0.611 0.1 0.0 -0.2 0.084
H 2.508 -6.177 -2.160 -0.2 0.0 0.0 0.109
C 0.212 -1.447 5.353 -1.1 -0.6 -0.7 0.056
N 0.690 -0.658 4.197 1.3 0.0 -0.1 -0.437
O 0.214 0.432 3.979 -0.4 0.1 0.1 0.051
O 1.612 -1.137 3.562 -0.2 -0.1 -0.2 0.064
H 0.499 -0.966 6.280 0.0 0.1 0.0 0.105
H 0.575 -2.461 5.224 0.5 0.1 0.2 0.100
H -0.866 -1.515 5.199 0.0 0.4 0.4 0.082
C 6.507 -2.852 -0.136 0.2 -0.6 0.3 -0.164
O 5.553 -3.845 -0.484 -0.3 0.4 0.1 -0.128
H 6.554 -2.022 -0.846 0.0 -0.1 -0.2 0.068
H 6.345 -2.437 0.864 -0.2 0.0 0.0 0.077
H 7.449 -3.400 -0.100 0.2 0.3 -0.1 0.077
H 4.676 -3.451 -0.392 0.0 0.0 -0.1 0.032
```
Positions in Å, forces in eV/Å.